1.
{"formula": "CH4NO3P", "method": "ωB97M-V/def2-TZVPD", "species": ["N", "O", "P", "O", "H", "H", "C", "O", "H", "H"], "coordinates": [[-0.15333, -1.80461, 0.76874], [0.95914, -1.24301, 0.07127], [1.60015, 0.10609, 0.78610], [2.24210, 0.87568, -0.23835], [-0.89302, -1.71598, 0.12474], [0.23850, -2.76167, 1.09524], [-1.00669, 1.63460, -0.65889], [-2.08798, 1.38826, -0.26536], [-0.25728, 0.88715, -1.09127], [-0.64158, 2.63349, -0.59221]], "mulliken_charge": [-0.3988, -0.1901, 0.4471, -0.3703, 0.2566, 0.2663, -0.1571, -0.3852, 0.2417, 0.2899], "max_force_ev_per_a": 3.937, "e_tot_ev": -18021.058, "e_above_lowest_ev": 3.760, "gap_ev": 9.79, "lumo_energy_ha": -0.0134, "homo_energy_ha": -0.3733}


2.
{"formula": "C31H35F6N12O7PS4Tl", "method": "ωB97M-V/def2-TZVPD", "species": ["Tl", "C", "N", "C", "C", "N", "C", "P", "C", "N", "C", "C", "N", "C", "C", "N", "C", "C", "N", "C", "H", "H", "H", "H", "H", "H", "H", "H", "H", "H", "H", "H", "H", "H", "H", "F", "C", "F", "F", "S", "O", "O", "N", "S", "O", "O", "C", "F", "F", "F", "N", "C", "C", "N", "C", "C", "N", "H", "H", "H", "H", "H", "C", "C", "C", "C", "N", "C", "S", "N", "C", "H", "H", "H", "H", "H", "H", "H", "H", "C", "C", "C", "C", "C", "C", "C", "S", "O", "O", "O", "H", "H", "H", "H", "H", "H", "H"], "coordinates": [[0.73590, 0.47538, -0.18571], [5.77994, 0.75714, -3.13400], [4.65574, 1.30167, -2.42226], [4.53896, 2.56025, -1.93089], [3.34882, 2.60186, -1.25624], [2.75752, 1.39029, -1.32241], [3.54798, 0.61263, -2.04552], [3.18916, -1.00480, -2.82234], [2.72307, -1.99879, -1.37320], [2.03937, -1.60088, -0.31261], [1.80449, -2.70118, 0.43930], [2.35650, -3.78387, -0.18016], [2.93664, -3.33297, -1.32133], [3.63486, -4.14590, -2.27518], [1.48662, -0.58323, -3.30747], [0.69638, 0.25407, -2.65636], [-0.41328, 0.40876, -3.40956], [-0.30535, -0.36709, -4.52881], [0.90217, -0.98323, -4.45943], [1.36460, -1.96954, -5.39482], [6.57038, 1.50165, -3.20066], [6.16661, -0.11728, -2.60686], [5.48998, 0.45685, -4.14168], [5.27174, 3.32036, -2.10185], [2.88106, 3.43005, -0.76603], [1.21970, -2.68562, 1.33490], [2.35517, -4.81179, 0.11196], [4.24030, -4.88131, -1.74835], [2.92888, -4.66440, -2.92545], [4.28956, -3.52410, -2.88356], [-1.18760, 1.08504, -3.11781], [-0.97604, -0.53288, -5.34587], [1.17122, -1.63099, -6.41471], [2.43580, -2.13751, -5.26665], [0.82892, -2.90813, -5.23041], [-4.39871, -1.38093, 1.04281], [-3.37847, -1.85341, 1.74758], [-3.75033, -3.00478, 2.29384], [-3.15143, -0.99568, 2.75230], [-1.81026, -2.02358, 0.71971], [-1.39064, -0.65402, 0.52935], [-0.94898, -2.83071, 1.51775], [-2.39768, -2.71418, -0.56437], [-1.43863, -2.66373, -1.80595], [-0.20214, -1.98452, -1.52918], [-2.06406, -2.40406, -3.06080], [-0.80102, -4.43456, -2.00828], [-0.30198, -4.91198, -0.86913], [-1.68747, -5.30211, -2.47478], [0.21597, -4.38798, -2.89497], [4.29094, 3.47100, 3.11374], [3.07811, 3.52753, 2.52995], [2.58749, 2.47249, 1.73296], [1.42772, 2.57359, 1.11205], [0.72102, 3.69186, 1.23348], [1.19551, 4.71067, 2.05602], [2.34775, 4.63432, 2.69199], [4.80704, 2.60921, 3.12365], [4.55984, 4.22242, 3.72647], [3.14659, 1.55637, 1.61779], [-0.20550, 3.77077, 0.68901], [0.63299, 5.62155, 2.19742], [-2.76177, 1.82122, 4.23358], [-1.49782, 1.11986, 4.54775], [-1.01347, 0.90682, 5.82179], [0.23911, 0.28696, 5.96531], [0.94167, -0.09156, 4.91090], [0.45496, 0.11673, 3.69598], [1.44084, -0.32585, 2.38602], [-0.75439, 0.69280, 3.50848], [0.83306, 0.08680, 7.31242], [-3.10427, 2.41336, 5.07653], [-3.52989, 1.09535, 3.97238], [-2.61303, 2.45034, 3.35755], [-1.55845, 1.23531, 6.69181], [-1.08965, 0.92146, 2.54704], [0.20817, 0.52923, 8.08198], [1.82356, 0.53162, 7.34803], [0.96098, -0.97294, 7.51841], [-7.04867, -0.24724, -2.18776], [-5.76570, 0.27235, -1.62121], [-4.53837, -0.28306, -1.95748], [-3.35487, 0.25410, -1.47391], [-3.39999, 1.34450, -0.63036], [-4.61414, 1.88863, -0.25256], [-5.78877, 1.35638, -0.74599], [-1.95230, 2.18351, -0.02650], [-1.66356, 1.78065, 1.35312], [-2.21018, 3.60024, -0.11661], [-0.81366, 1.81098, -0.92785], [-6.90314, -1.17165, -2.73794], [-7.47166, 0.49723, -2.86217], [-7.76486, -0.42371, -1.38882], [-4.48931, -1.14272, -2.60698], [-2.41075, -0.17590, -1.76533], [-4.60634, 2.74419, 0.40475], [-6.73283, 1.78798, -0.45069]], "mulliken_charge": [2.4173, -0.8757, 0.1512, -0.6517, -0.9212, 0.3694, -0.4886, -0.6578, 0.0588, 0.4373, -0.2950, -1.5548, 0.3248, -0.9481, 0.0416, 0.3225, -0.8994, -1.1335, 0.3787, -0.8495, 0.3463, 0.3442, 0.3245, 0.4973, 0.6385, 0.6862, 0.4919, 0.3801, 0.2895, 0.3727, 0.8636, 0.5164, 0.3792, 0.3074, 0.2863, -0.1655, 0.4541, -0.2179, -0.1677, 1.0166, -0.5162, -0.7641, -0.5160, 0.8345, -0.2174, -0.6376, 0.5262, -0.2009, -0.2270, -0.2042, -0.4210, 0.1280, -0.5987, 1.0335, -0.4240, -0.6952, -0.6656, 0.2148, 0.2640, 0.3905, 0.4840, 0.4917, -1.3515, 1.4873, -1.2189, 0.8845, -0.5902, 0.6861, -0.3970, 0.8983, -1.2992, 0.4740, 0.2550, 0.1685, 0.4161, -0.3912, 0.3578, 0.3351, 0.3161, -1.7833, 1.2630, -1.3109, 0.9398, -0.3371, -0.8369, -0.9122, 1.1239, -0.5464, -0.7471, -0.6987, 0.3534, 0.3696, 0.3965, 0.4333, 0.1298, 0.5487, 0.4346], "total_charge": 1, "max_force_ev_per_a": 2.057, "e_tot_ev": -138552.123, "gap_ev": 7.14, "lumo_energy_ha": -0.1293, "homo_energy_ha": -0.3915}


- What is the formula in the second record?
  C31H35F6N12O7PS4Tl